# 1
Entry from OMol25: one molecule with the formula C5H7OPS2 in a non-equilibrium geometry (ωB97M-V with the def2-TZVPD basis set).

Summary:
HOMO energy: -0.331 Eh
SMILES string: C#C[C@H]1CS[P@@](C)(=S)O1
largest force on an atom: 4.47 eV Å⁻¹

```
! wB97M-V def2-TZVPD RIJCOSX def2/J DEFGRID3
* xyz 0 1
C 2.860 -1.904 -0.022
C 2.189 -0.893 -0.115
C 1.184 0.225 -0.159
C 0.598 0.205 -1.564
S -1.025 1.107 -1.551
P -1.483 0.045 0.239
C -2.264 1.078 1.545
S -2.162 -1.774 0.085
O 0.248 0.065 0.790
H 3.514 -2.775 -0.058
H 1.832 1.071 -0.030
H 1.093 0.764 -2.338
H 0.668 -0.850 -1.965
H -2.085 2.089 1.312
H -3.271 0.710 1.382
H -1.896 0.838 2.448
*
```

# 2
Entry from OMol25: a 2-piece molecular cluster, C5H7P overall in a non-equilibrium geometry (ωB97M-V with the def2-TZVPD basis set).

Summary:
HOMO energy (alpha / beta): -0.321 / -0.316 Eh
largest force on an atom: 4.90 eV Å⁻¹

```
! wB97M-V def2-TZVPD RIJCOSX def2/J DEFGRID3
* xyz 0 1
C 2.083 0.313 -2.477
C -1.259 -0.372 2.965
C 1.128 -0.573 -2.443
C -0.925 0.551 2.095
C -0.807 -0.168 -0.601
P 0.136 0.416 0.560
H 3.024 0.315 -2.941
H 1.807 1.180 -1.706
H -2.202 -0.217 3.579
H -0.592 -1.258 2.941
H 0.887 -1.350 -3.123
H -1.505 1.455 2.054
H -1.773 -0.291 -0.903
*
```

# 3
Entry from OMol25: one molecule with the formula C5H7P in a non-equilibrium geometry (ωB97M-V with the def2-TZVPD basis set).

Summary:
HOMO energy: -0.306 Eh
SMILES string: C1C[C@@H]2CC2=P1
largest force on an atom: 4.28 eV Å⁻¹

```
! wB97M-V def2-TZVPD RIJCOSX def2/J DEFGRID3
* xyz 0 1
C 0.355 1.463 0.465
C 0.865 0.051 0.639
C -0.347 -0.865 0.193
C -0.683 -1.369 -1.119
C -1.242 -0.067 -0.764
P -0.944 1.588 -0.875
H 0.053 1.816 1.556
H 1.094 2.182 0.097
H 1.718 -0.012 -0.047
H 1.202 0.116 1.611
H -0.782 -1.227 1.134
H -1.307 -2.265 -1.004
H 0.019 -1.410 -1.886
*
```

# 4
Entry from OMol25: one molecule with the formula C5H7P in a non-equilibrium geometry (ωB97M-V with the def2-TZVPD basis set).

Summary:
HOMO energy (alpha / beta): -0.202 / -0.345 Eh
<S²>: 2.0091
largest force on an atom: 3.78 eV Å⁻¹

```
! wB97M-V def2-TZVPD RIJCOSX def2/J DEFGRID3
* xyz 0 3
C 0.843 0.413 -1.065
C 0.694 1.434 -0.251
C 1.494 -0.879 -0.995
C 0.344 -1.303 0.101
C -0.346 -0.018 -0.236
P -1.099 1.485 0.413
H 1.416 -1.351 -1.951
H 2.542 -0.826 -0.727
H -0.201 -2.170 -0.285
H 0.524 -1.522 1.133
H -1.465 2.435 -0.602
H -0.683 2.483 1.346
H -2.276 1.086 0.906
*
```

# 5
Entry from OMol25: one molecule with the formula C5H8 in a non-equilibrium geometry (ωB97M-V with the def2-TZVPD basis set).

Summary:
HOMO energy: -0.329 Eh
SMILES string: CC1=C[C@@H]1C
largest force on an atom: 4.48 eV Å⁻¹

```
! wB97M-V def2-TZVPD RIJCOSX def2/J DEFGRID3
* xyz 0 1
C -0.768 -1.448 1.074
C 0.070 -0.347 0.723
C 0.392 0.869 0.948
C 0.853 0.389 -0.366
C 0.127 0.929 -1.578
H -1.634 -1.373 1.942
H -0.162 -2.300 1.476
H -1.315 -1.843 0.224
H 0.436 1.639 1.658
H 1.976 0.350 -0.487
H -0.016 2.098 -1.487
H -0.795 0.322 -1.704
H 0.834 0.716 -2.422
*
```

# 6
Entry from OMol25: one molecule with the formula C5H8 (ωB97M-V with the def2-TZVPD basis set).

Summary:
HOMO energy: -0.290 Eh
largest force on an atom: 0.43 eV Å⁻¹

```
! wB97M-V def2-TZVPD RIJCOSX def2/J DEFGRID3
* xyz 0 1
C -1.476 -0.038 -0.679
C -0.723 0.619 0.483
C 0.441 -0.202 0.965
C 1.590 -0.358 0.210
C 2.321 -0.194 -0.866
H -0.788 -0.234 -1.509
H -1.921 -0.990 -0.371
H -2.278 0.614 -1.040
H -0.331 1.591 0.151
H -1.408 0.798 1.320
H 0.328 -0.780 1.880
H 1.216 -1.460 0.388
H 3.030 0.635 -0.930
*
```

# 7
Entry from OMol25: a 2-piece molecular cluster, C5H8 overall in a non-equilibrium geometry (ωB97M-V with the def2-TZVPD basis set).

Summary:
HOMO energy (alpha / beta): -0.307 / -0.273 Eh
largest force on an atom: 1.71 eV Å⁻¹

```
! wB97M-V def2-TZVPD RIJCOSX def2/J DEFGRID3
* xyz 0 1
C -0.296 -0.748 0.913
C -1.307 -0.209 -0.122
C -0.557 0.959 -0.735
C 0.760 0.901 -0.441
C 1.042 -0.184 0.426
H -0.277 -1.834 1.024
H -0.551 -0.348 1.915
H -1.537 -0.990 -0.864
H -2.268 0.097 0.310
H -1.045 1.717 -1.336
H 1.684 1.206 -0.972
H 2.375 -0.182 -1.034
H 1.977 -0.386 0.916
*
```

# 8
Entry from OMol25: C5H8AgO5 as an isolated structure in a non-equilibrium geometry (ωB97M-V with the def2-TZVPD basis set).

Summary:
HOMO energy: -0.139 Eh
largest force on an atom: 2.68 eV Å⁻¹

```
! wB97M-V def2-TZVPD RIJCOSX def2/J DEFGRID3
* xyz -1 1
O 1.132 -1.360 -0.102
C -0.033 -1.558 0.711
C 0.803 -1.405 -1.483
O 0.112 -2.356 1.636
O -1.100 -1.689 -0.141
C -0.675 -1.780 -1.489
H 1.432 -2.155 -1.980
H 0.984 -0.419 -1.934
H -1.260 -1.055 -2.067
H -0.838 -2.807 -1.845
O 1.345 2.515 0.611
O -0.135 0.275 1.502
C 0.053 2.649 1.079
C -0.768 1.367 0.888
H -0.510 3.471 0.572
H 0.021 2.898 2.170
H -0.867 1.189 -0.206
H -1.795 1.515 1.286
Ag 2.100 0.706 0.794
*
```